[1]
Entry from OMol25: C6H7NO as an isolated structure at a distorted geometry (ωB97M-V with the def2-TZVPD basis set).

CARTESIAN COORDINATES (ANGSTROEM)
C  -1.69  -0.77  0.03
C  -1.15  0.47  -0.73
C  0.14  0.88  -0.49
C  0.74  2.12  -1.28
C  0.92  0.44  0.71
C  1.28  -0.98  0.85
H  -2.25  -0.32  1.34
H  -2.60  -1.13  -0.91
H  -0.91  -2.06  0.16
H  -1.80  0.70  -1.66
H  1.00  1.08  1.59
H  0.79  -1.89  0.24
H  1.68  -1.34  1.74
N  1.61  2.75  -1.82
O  2.24  0.04  0.21

Properties
Multiplicity   1
Gap between HOMO and LUMO   9.82 eV
Relative energy (zero: lowest compared OMol25 entry of this formula, charge and spin)   176.4 kcal per mole


[2]
Entry from OMol25: C19H17FeNO3 as an isolated structure at a distorted geometry (ωB97M-V with the def2-TZVPD basis set).

CARTESIAN COORDINATES (ANGSTROEM)
O  -1.88  1.13  3.68
C  -1.15  0.28  4.02
Fe  0.36  -0.75  3.88
C  0.66  -0.92  5.57
O  0.76  -0.70  6.72
C  1.27  0.70  3.54
O  1.50  1.82  3.31
C  -0.36  -0.22  -0.02
C  1.08  -0.81  -0.04
C  2.04  -1.40  1.13
C  1.58  -1.60  2.55
C  0.33  -2.39  2.58
C  -0.88  -1.82  2.04
C  -1.18  -0.89  1.00
H  -0.07  0.87  0.34
H  1.17  -1.60  -0.79
H  1.60  0.07  -0.43
H  2.25  -2.44  0.80
H  3.02  -0.88  1.02
H  2.43  -1.91  3.20
H  0.28  -3.43  2.94
H  -1.75  -2.37  2.43
H  -2.27  -0.77  0.98
C  -1.36  2.44  -0.78
C  -1.16  0.93  -1.15
C  -2.51  0.37  -1.25
N  -3.53  -0.17  -1.10
C  -0.46  0.84  -2.52
C  0.53  1.74  -2.92
C  1.01  1.68  -4.24
C  0.53  0.72  -5.13
C  -0.24  -0.32  -4.63
C  -0.76  -0.25  -3.34
H  -0.37  2.93  -0.75
H  -1.99  3.02  -1.51
H  -1.82  2.49  0.23
H  0.87  2.54  -2.26
H  1.68  2.46  -4.60
H  0.81  0.76  -6.19
H  -0.54  -1.13  -5.29
H  -1.47  -1.03  -3.03

Properties
Multiplicity   5
Total charge   -2
⟨S²⟩   6.12
Gap between HOMO and LUMO (alpha / beta)   2.61 / 6.31 eV


[3]
Entry from OMol25: C32H67Cl2I2N10O10P as an isolated structure at a distorted geometry (ωB97M-V with the def2-TZVPD basis set).

CARTESIAN COORDINATES (ANGSTROEM)
C  -2.55  -1.74  -0.11
C  -1.62  -0.83  0.65
I  -0.14  -1.84  1.72
C  -1.69  0.50  0.61
I  -0.33  1.72  1.64
C  -2.74  1.20  -0.23
N  -3.23  2.51  0.26
C  -3.55  3.29  -0.85
O  -3.67  4.48  -0.87
C  -3.63  2.35  -2.06
Cl  -5.18  1.42  -1.88
P  -3.53  3.16  -3.76
O  -3.21  1.83  -4.64
Cl  -5.49  3.48  -4.23
C  -2.43  1.45  -1.73
C  -1.12  2.28  -1.89
N  0.04  1.49  -2.25
H  -3.58  -1.42  0.05
H  -2.33  -1.66  -1.18
H  -2.46  -2.77  0.21
H  -3.61  0.55  -0.17
H  -2.51  3.02  0.77
H  -4.04  1.35  -4.82
H  -2.35  0.57  -2.36
H  -1.25  3.05  -2.64
H  -0.90  2.79  -0.96
H  0.07  0.58  -1.81
H  0.17  1.41  -3.25
C  4.72  2.39  4.46
C  3.37  2.39  3.78
O  2.91  1.38  3.25
N  2.69  3.56  3.76
C  3.07  4.84  4.32
H  5.14  1.39  4.38
H  5.39  3.10  3.98
H  4.63  2.67  5.51
H  1.80  3.50  3.29
H  2.33  5.16  5.06
H  3.12  5.60  3.53
H  4.04  4.79  4.81
C  7.00  5.74  8.00
C  5.65  5.76  7.31
O  5.17  4.75  6.80
N  4.98  6.93  7.27
C  5.39  8.22  7.81
H  7.39  4.73  7.94
H  7.69  6.42  7.51
H  6.90  6.03  9.05
H  4.09  6.88  6.80
H  4.66  8.57  8.55
H  5.45  8.96  7.01
H  6.36  8.14  8.29
C  0.97  -7.37  3.42
C  1.37  -6.28  2.45
O  1.00  -6.29  1.30
N  2.16  -5.29  2.94
C  2.67  -5.12  4.29
H  0.34  -8.08  2.90
H  1.85  -7.89  3.81
H  0.41  -6.96  4.26
H  2.41  -4.59  2.25
H  2.32  -4.18  4.72
H  3.76  -5.12  4.30
H  2.32  -5.94  4.92
C  -7.51  -0.86  0.64
C  -6.55  -1.83  1.28
O  -5.34  -1.75  1.11
N  -7.07  -2.80  2.06
C  -8.47  -3.05  2.38
H  -6.94  -0.15  0.05
H  -8.21  -1.38  -0.02
H  -8.08  -0.31  1.40
H  -6.38  -3.42  2.46
H  -8.63  -2.98  3.46
H  -8.76  -4.05  2.05
H  -9.10  -2.32  1.90
C  -2.51  -9.60  -1.80
C  -2.23  -8.47  -2.78
O  -2.67  -8.51  -3.93
N  -1.48  -7.44  -2.35
C  -0.89  -7.24  -1.04
H  -3.12  -10.34  -2.31
H  -1.58  -10.06  -1.47
H  -3.05  -9.23  -0.93
H  -1.30  -6.73  -3.04
H  -1.27  -6.32  -0.60
H  0.19  -7.17  -1.12
H  -1.14  -8.07  -0.38
C  3.31  8.95  0.02
C  3.07  7.91  1.08
O  3.81  7.78  2.04
N  1.98  7.11  0.93
C  0.99  7.11  -0.13
H  4.21  9.50  0.28
H  3.46  8.48  -0.96
H  2.48  9.65  -0.05
H  1.88  6.43  1.67
H  0.00  7.29  0.28
H  0.99  6.14  -0.63
H  1.21  7.87  -0.86
C  -0.53  -1.38  -8.37
C  0.53  -0.59  -7.63
O  1.67  -0.99  -7.51
N  0.14  0.59  -7.08
C  -1.16  1.22  -7.11
H  -0.07  -2.29  -8.74
H  -1.36  -1.64  -7.71
H  -0.92  -0.81  -9.21
H  0.89  1.07  -6.61
H  -1.09  2.20  -7.60
H  -1.53  1.37  -6.09
H  -1.88  0.61  -7.65
C  0.45  -4.68  -5.49
C  1.13  -5.04  -4.21
O  0.60  -5.77  -3.39
N  2.37  -4.53  -3.99
C  3.15  -3.66  -4.84
H  -0.52  -5.16  -5.51
H  0.31  -3.60  -5.56
H  1.02  -5.01  -6.35
H  2.77  -4.82  -3.11
H  4.09  -4.13  -5.12
H  3.37  -2.72  -4.33
H  2.60  -3.42  -5.75

Properties
Multiplicity   1
Gap between HOMO and LUMO   8.56 eV


[4]
Entry from OMol25: C6H5N5 as an isolated structure at a distorted geometry (ωB97M-V with the def2-TZVPD basis set).

CARTESIAN COORDINATES (ANGSTROEM)
C  2.72  -0.12  -0.07
C  2.05  1.15  0.01
C  0.67  1.10  -0.04
C  -0.04  -0.20  0.17
C  1.96  -1.18  -0.15
C  -1.50  -0.24  0.17
H  3.86  -0.12  0.10
H  2.78  1.97  0.12
H  -0.18  1.93  -0.17
H  2.56  -2.15  0.05
H  -4.41  -0.82  -0.21
N  0.62  -1.34  0.07
N  -2.04  1.03  0.09
N  -3.29  0.79  -0.09
N  -3.43  -0.56  -0.08
N  -2.33  -1.23  0.04

Properties
Multiplicity   1
Gap between HOMO and LUMO   9.58 eV
Relative energy (zero: lowest compared OMol25 entry of this formula, charge and spin)   25.2 kcal per mole


[5]
Entry from OMol25: an isolated ion of composition CH5NOP and charge -1 at a distorted geometry (ωB97M-V with the def2-TZVPD basis set).

CARTESIAN COORDINATES (ANGSTROEM)
C  1.25  -0.52  0.05
N  -0.15  -0.76  0.28
P  -1.27  0.41  0.00
O  -2.70  -0.01  0.10
H  1.34  0.13  -0.82
H  1.66  -0.09  0.94
H  1.64  -1.62  -0.25
H  -0.83  1.45  0.91
H  -0.93  1.02  -1.22

Properties
Multiplicity   1
Total charge   -1
Gap between HOMO and LUMO   7.40 eV
Relative energy (zero: lowest compared OMol25 entry of this formula, charge and spin)   3.9 kcal per mole
SMILES   CN=[PH2][O-]


[6]
Entry from OMol25: a 14-piece molecular cluster, C28H50Cl28NO2P overall at a distorted geometry (ωB97M-V with the def2-TZVPD basis set).

CARTESIAN COORDINATES (ANGSTROEM)
C  5.36  -0.80  1.42
N  4.46  0.35  1.21
C  4.72  1.07  -0.05
P  4.07  0.24  -1.61
C  4.12  -1.67  -1.65
C  3.22  1.07  -3.08
O  3.86  0.80  -4.36
C  3.24  -0.35  -4.97
C  2.31  0.05  -0.82
O  1.83  1.40  -0.52
C  0.44  1.48  -0.67
C  -0.07  2.02  -1.94
C  -1.51  2.13  -2.18
C  -2.43  1.71  -1.13
C  -1.91  1.17  0.13
C  -0.47  1.03  0.39
C  5.82  0.35  -2.47
Cl  6.78  -1.13  -2.96
C  6.46  1.52  -2.76
C  7.89  1.56  -3.40
Cl  5.71  3.11  -2.43
H  5.49  -0.91  2.54
H  6.39  -0.69  0.98
H  4.82  -1.73  1.09
H  4.52  1.03  1.97
H  4.28  2.11  -0.03
H  5.84  1.25  -0.10
H  4.95  -2.08  -1.04
H  4.13  -2.05  -2.71
H  3.16  -2.10  -1.20
H  2.15  0.75  -3.22
H  3.17  2.19  -2.96
H  2.85  -1.08  -4.22
H  2.42  -0.01  -5.66
H  3.99  -0.91  -5.61
H  1.60  -0.49  -1.52
H  2.33  -0.59  0.11
H  0.65  2.34  -2.73
H  -1.84  2.57  -3.14
H  -3.53  1.83  -1.33
H  -2.66  0.87  0.89
H  -0.11  0.59  1.34
H  7.87  1.52  -4.52
H  8.57  0.82  -2.93
H  8.31  2.57  -3.13
C  -5.82  -0.62  -1.83
Cl  -5.86  1.15  -1.73
Cl  -5.95  -1.35  -0.22
H  -6.66  -0.95  -2.43
H  -4.89  -0.93  -2.28
C  -8.63  -3.62  0.83
Cl  -9.03  -5.03  -0.15
Cl  -8.44  -4.05  2.53
H  -7.69  -3.19  0.47
H  -9.42  -2.89  0.73
C  3.50  -5.54  -0.79
Cl  3.22  -4.20  0.33
Cl  5.21  -6.00  -0.82
H  2.91  -6.39  -0.47
H  3.20  -5.23  -1.78
C  9.69  -3.29  -1.92
Cl  9.80  -3.56  -0.18
Cl  11.20  -2.64  -2.57
H  9.47  -4.23  -2.41
H  8.89  -2.58  -2.11
C  10.77  1.40  -0.73
Cl  11.07  3.15  -0.69
Cl  9.07  1.04  -0.47
H  11.07  1.01  -1.70
H  11.36  0.93  0.06
C  -1.98  4.67  2.51
Cl  -2.36  3.24  1.54
Cl  -1.80  4.25  4.23
H  -1.04  5.10  2.16
H  -2.78  5.40  2.41
C  -6.05  5.20  -2.15
Cl  -7.52  4.59  -1.38
Cl  -4.62  4.29  -1.64
H  -6.16  5.11  -3.23
H  -5.92  6.25  -1.88
C  -3.06  -1.95  3.32
Cl  -4.13  -0.76  2.57
Cl  -1.58  -2.17  2.37
H  -2.78  -1.60  4.31
H  -3.58  -2.90  3.39
C  -2.36  8.84  2.38
Cl  -2.73  7.41  1.40
Cl  -2.16  8.41  4.08
H  -1.43  9.28  2.02
H  -3.17  9.55  2.28
C  -11.32  -2.51  3.97
Cl  -12.02  -0.99  3.40
Cl  -12.07  -3.90  3.17
H  -10.26  -2.51  3.76
H  -11.49  -2.59  5.04
C  8.83  -0.17  3.63
Cl  9.35  -1.23  2.32
Cl  7.85  1.17  3.01
H  8.23  -0.74  4.33
H  9.70  0.23  4.13
C  -10.46  -2.42  8.06
Cl  -9.97  -3.47  6.72
Cl  -11.45  -1.07  7.48
H  -11.03  -3.00  8.77
H  -9.57  -2.02  8.54
C  -11.64  -4.87  -3.00
Cl  -11.16  -5.92  -4.34
Cl  -12.64  -3.53  -3.57
H  -12.21  -5.46  -2.29
H  -10.75  -4.48  -2.53

Properties
Multiplicity   1
Gap between HOMO and LUMO   8.34 eV


[7]
Entry from OMol25: a 2-piece molecular cluster, C3H13N2O overall at a distorted geometry (ωB97M-V with the def2-TZVPD basis set).

CARTESIAN COORDINATES (ANGSTROEM)
C  -0.95  -0.06  -1.18
N  -2.09  0.74  -0.72
C  -0.52  -0.95  -0.04
N  -0.53  -0.07  1.21
C  0.75  0.67  1.38
H  -1.29  -0.71  -2.00
H  -0.12  0.52  -1.56
H  -2.90  0.17  -0.59
H  -2.33  1.47  -1.38
H  -1.17  -1.81  0.12
H  0.50  -1.31  -0.11
H  -0.70  -0.58  2.07
H  -1.34  0.55  1.02
H  1.57  -0.02  1.25
H  0.80  1.50  0.68
H  0.76  1.07  2.39
H  3.21  -0.48  -1.60
H  3.49  -0.07  -0.23
O  2.85  -0.62  -0.71

Properties
Multiplicity   1
Total charge   +1
Gap between HOMO and LUMO   11.37 eV
Relative energy (zero: lowest compared OMol25 entry of this formula, charge and spin)   15.3 kcal per mole


[8]
Entry from OMol25: C17H12ClF6N4O5ReS2Se2 as an isolated structure at a distorted geometry (ωB97M-V with the def2-TZVPD basis set).

CARTESIAN COORDINATES (ANGSTROEM)
Re  0.28  0.26  -0.83
F  0.93  -4.17  2.03
C  2.25  -4.03  2.11
F  2.81  -4.57  1.03
F  2.69  -4.64  3.20
S  2.69  -2.24  2.13
O  2.13  -1.71  0.92
O  4.09  -2.17  2.37
N  1.86  -1.73  3.40
S  0.67  -0.74  3.38
O  0.71  0.21  4.47
O  0.22  0.13  0.87
C  -0.89  -1.79  3.74
F  -0.61  -2.68  4.67
F  -1.83  -0.97  4.14
F  -1.24  -2.39  2.61
Se  -1.70  4.71  -1.30
Se  -2.68  3.82  0.57
C  -1.10  3.30  1.57
C  -1.11  3.82  2.86
C  -0.07  3.48  3.69
C  0.92  2.69  3.12
C  0.83  2.21  1.84
N  -0.23  2.43  1.07
C  -2.37  3.40  -2.53
C  -3.22  3.87  -3.54
C  -3.67  2.98  -4.50
C  -3.26  1.65  -4.40
C  -2.41  1.30  -3.36
N  -1.96  2.15  -2.44
H  -1.91  4.49  3.16
H  0.03  3.87  4.69
H  1.86  2.60  3.64
H  1.73  1.74  1.46
H  -3.50  4.91  -3.56
H  -4.32  3.30  -5.30
H  -3.59  0.91  -5.11
H  -2.06  0.28  -3.29
O  0.23  0.71  -2.47
Cl  4.39  -3.44  -2.26
C  2.72  -3.04  -2.28
C  1.79  -3.85  -2.91
C  0.46  -3.45  -2.90
C  0.12  -2.28  -2.27
N  1.03  -1.51  -1.64
C  2.32  -1.88  -1.65
H  2.11  -4.76  -3.39
H  -0.30  -4.04  -3.38
H  -0.91  -1.93  -2.25
H  3.04  -1.23  -1.18

Properties
Multiplicity   2
Total charge   +1
⟨S²⟩   0.76
Gap between HOMO and LUMO (alpha / beta)   4.03 / 4.01 eV
Relative energy (zero: lowest compared OMol25 entry of this formula, charge and spin)   182.3 kcal per mole


[9]
Entry from OMol25: C2H8NS2 as an isolated structure at a distorted geometry (ωB97M-V with the def2-TZVPD basis set).

CARTESIAN COORDINATES (ANGSTROEM)
C  0.90  1.18  -0.11
N  2.01  1.18  1.00
H  1.23  0.68  -0.99
H  0.60  2.31  -0.30
H  2.11  1.26  2.08
H  2.72  1.32  0.42
C  -2.75  -0.38  0.23
S  -1.17  0.19  -0.65
S  0.99  -1.19  -0.03
H  -3.39  0.68  0.62
H  -3.41  -1.22  -0.16
H  -2.26  -1.03  1.04
H  2.28  -1.01  0.40

Properties
Multiplicity   2
Total charge   +2
⟨S²⟩   1.24
Gap between HOMO and LUMO (alpha / beta)   7.02 / 5.89 eV
Relative energy (zero: lowest compared OMol25 entry of this formula, charge and spin)   233.3 kcal per mole


[10]
Entry from OMol25: a 7-piece molecular cluster, ClH12O6 overall (ωB97M-V with the def2-TZVPD basis set).

CARTESIAN COORDINATES (ANGSTROEM)
Cl  -18.94  -30.24  24.99
O  -17.26  -32.06  27.19
H  -17.64  -31.36  26.65
H  -16.98  -31.62  27.99
O  -17.68  -28.29  27.23
H  -16.75  -28.50  27.11
H  -18.11  -28.68  26.47
O  -20.30  -33.26  24.01
H  -19.97  -32.41  24.29
H  -19.51  -33.75  23.74
O  -21.59  -29.37  26.82
H  -20.77  -29.80  27.06
H  -21.70  -29.56  25.89
O  -17.09  -28.05  23.36
H  -16.51  -27.92  24.11
H  -17.81  -28.58  23.70
O  -20.61  -29.95  22.33
H  -19.90  -30.03  21.68
H  -20.19  -30.15  23.17

Properties
Multiplicity   2
⟨S²⟩   0.75
Gap between HOMO and LUMO (alpha / beta)   11.66 / 5.27 eV
Relative energy (zero: lowest compared OMol25 entry of this formula, charge and spin)   3.5 kcal per mole


[11]
Entry from OMol25: a 2-piece molecular cluster, C3H8O2S overall at a distorted geometry (ωB97M-V with the def2-TZVPD basis set).

CARTESIAN COORDINATES (ANGSTROEM)
C  0.69  -1.01  0.02
C  0.41  1.40  0.37
C  -0.07  0.15  -0.35
O  -0.31  2.53  0.03
O  -1.83  -0.07  0.60
S  -2.89  -0.25  -0.54
H  1.81  -0.97  0.00
H  0.67  -1.31  1.13
H  0.36  -2.01  -0.41
H  0.43  1.28  1.52
H  1.41  1.71  0.04
H  -0.43  0.13  -1.42
H  -1.01  2.58  0.62
H  -2.92  -1.73  -0.55

Properties
Multiplicity   1
Gap between HOMO and LUMO (alpha / beta)   8.15 / 8.15 eV
Relative energy (zero: lowest compared OMol25 entry of this formula, charge and spin)   89.4 kcal per mole